ORCA calculation (the ωB97M-V functional and the def2-TZVPD basis) on a structure of composition C4H6N2 at a distorted geometry.

Last column: natural (NBO) charge in e.
Geometry (Å):
N -0.6479 1.5511 -2.3877  -0.33
C -0.1790 0.5499 -2.0212  0.27
C 0.4368 -0.5745 -1.2097  -0.55
C 0.5617 0.3169 0.0177  -0.14
C -0.7696 0.2533 1.3606  -0.10
N 0.1193 -0.8068 1.4148  -0.66
H -0.2462 -1.3743 -0.9281  0.27
H 1.3931 -1.0897 -1.5471  0.25
H 1.4740 0.9532 -0.2985  0.24
H -1.7118 0.1419 0.8377  0.18
H -0.9621 0.8740 2.2825  0.20
H 0.5987 -0.8350 2.3230  0.36

For the HOMO energy, the calculation gives -8.7066 eV. For the energy above the lowest of the compared OMol25 structures with the same formula, charge and spin, the calculation gives 5.670 eV. Its charge is 0. As for the LUMO energy: 0.79 eV.